One molecule with the formula CH2N4O, computed with the ωB97M-V functional and the def2-TZVPD basis.

Geometry (Å):
H1 -1.225 2.038 -0.074
N1 -0.891 1.319 0.676
C1 -0.484 0.207 0.023
N2 -0.102 0.150 -1.195
N3 0.709 -0.802 -1.557
O1 1.108 -1.420 -0.270
N4 0.196 -0.872 0.728
H2 0.690 -0.620 1.670

Calculated values
* net charge: 0
* DFT total energy: -9071.9411 eV
* ΔE to the lowest compared entry with this formula, charge and spin: 4.357 eV
* HOMO level: -9.564 eV
* multiplicity: 1
* max |F|: 0.1825 Eh/bohr
* SMILES string: [H]/N=c1\nno[nH]1

An isolated ion of composition C13H15O and charge +1, computed with the ωB97M-V functional and the def2-TZVPD basis.

Geometry (Å):
C1 -0.855 -1.507 -3.455
C2 -0.803 -2.689 -2.765
C3 -0.660 -0.285 -2.883
C4 -0.654 -2.700 -1.389
C5 -0.294 -0.248 -1.548
C6 -0.290 -1.491 -0.833
C7 0.136 0.059 0.754
C8 0.468 0.604 2.026
C9 0.674 -0.245 3.114
C10 -0.036 0.830 -0.452
C11 1.078 0.238 4.481
C12 -1.186 1.910 -0.353
C13 1.167 1.718 -0.935
O1 -0.094 -1.226 0.558
H1 -1.083 -1.640 -4.436
H2 -1.082 -3.541 -3.219
H3 -0.738 0.729 -3.325
H4 -0.716 -3.455 -0.678
H5 0.661 1.591 2.035
H6 0.656 -1.329 3.133
H7 1.440 -0.665 4.995
H8 0.128 0.550 4.848
H9 1.750 0.993 4.404
H10 -0.831 2.548 0.340
H11 -2.018 1.311 -0.064
H12 -1.394 2.340 -1.222
H13 1.203 2.647 -0.563
H14 1.348 1.806 -2.001
H15 2.023 1.150 -0.566

Calculated values
* net charge: +1
* DFT total energy: -15762.3767 eV
* ΔE to the lowest compared entry with this formula, charge and spin: 1.364 eV
* HOMO level: -12.693 eV
* multiplicity: 1
* max |F|: 0.1113 Eh/bohr

One molecule with the formula C4H8N2, computed with the ωB97M-V functional and the def2-TZVPD basis.

Geometry (Å):
C1 0.466 -1.212 -0.281
N1 0.349 -0.632 1.049
C2 -0.766 0.283 1.165
C3 -0.664 1.039 -0.246
N2 0.703 1.245 -0.780
C4 0.057 0.071 -1.191
H1 1.570 -1.632 -0.517
H2 -0.233 -1.971 -0.619
H3 0.659 -1.250 1.751
H4 -0.355 1.260 1.757
H5 -1.878 -0.036 1.330
H6 -1.321 1.661 -0.926
H7 1.485 1.090 -0.099
H8 -0.071 0.084 -2.394

Calculated values
* net charge: 0
* DFT total energy: -7254.6533 eV
* ΔE to the lowest compared entry with this formula, charge and spin: 3.222 eV
* HOMO level: -8.922 eV
* multiplicity: 1
* max |F|: 0.0812 Eh/bohr
* SMILES string: C1NC[C@H]2N[C@@H]12

Lowest unoccupied orbital energy, record by record: -1.5; -5.2; 1.1 eV